Density functional theory data (the ωB97M-V functional and the def2-TZVPD basis) for a cluster of 2 separate species, C16H26N6O4PS in total.

The total charge is +1. The value obtained for the energy is -1993.99086 Eh. Its gap between HOMO and LUMO is 9.19 eV.

Geometry (Å):
1 C 3.18781 0.18611 2.35009
2 C 2.77303 -0.78005 1.23489
3 C 1.59695 -0.29001 0.37206
4 C 0.92360 -1.41923 -0.41178
5 N 0.61427 0.45563 1.18187
6 C -0.16317 0.03957 2.16894
7 C -0.22109 -1.36756 2.65541
8 C -1.20432 -1.52464 3.82081
9 O -1.00748 -1.02058 4.89083
10 N -0.88210 1.01839 2.68560
11 C -0.58170 2.12292 2.00792
12 N -1.15532 3.30996 2.27531
13 C -0.87144 4.51065 1.49906
14 N -1.61743 4.54754 0.25311
15 P -2.33642 3.30093 3.64329
16 C -3.43243 4.65796 3.11881
17 O -1.45579 4.05007 4.80568
18 N 0.36544 1.83223 1.05420
19 S 1.20658 2.74460 -0.10827
20 H 2.93142 1.21975 2.10958
21 H 4.26278 0.14796 2.51272
22 H 2.71609 -0.06326 3.30144
23 H 2.55118 -1.76909 1.63598
24 H 3.61186 -0.89474 0.54728
25 H 2.00597 0.40770 -0.35064
26 H 0.92102 -2.35184 0.15029
27 H -0.08494 -1.15237 -0.72529
28 H 1.50191 -1.58655 -1.31957
29 H -0.51185 -2.01944 1.83189
30 H 0.75992 -1.67953 3.01956
31 H -2.08559 -2.16431 3.63256
32 H -1.16822 5.35589 2.11434
33 H 0.20126 4.62336 1.34106
34 H -2.03164 3.65320 0.03041
35 H -1.05339 4.85220 -0.52735
36 H -3.97107 4.40678 2.20530
37 H -2.94930 5.62758 3.02342
38 H -4.15106 4.73601 3.93776
39 H -0.74637 4.61733 4.48522
40 H 2.10539 3.27736 0.73545
41 C -0.28190 -5.50802 -6.31013
42 C -1.37223 -4.70796 -5.99349
43 C -1.20388 -3.58499 -5.20056
44 C 0.06794 -3.29054 -4.74179
45 C 1.16980 -4.07195 -5.04164
46 C 0.98428 -5.19243 -5.83426
47 N 0.25576 -2.09442 -3.91062
48 O -0.72092 -1.42568 -3.63414
49 O 1.38314 -1.83086 -3.52923
50 H -0.41933 -6.38135 -6.93338
51 H -2.35595 -4.95642 -6.36662
52 H -2.03775 -2.94932 -4.94441
53 H 2.14627 -3.80697 -4.66588
54 H 1.83038 -5.81762 -6.08314

Atoms 1-6, force components in eV/Å:
0.00 -0.13 0.03
0.10 0.32 -0.06
0.09 -0.49 0.05
0.29 0.11 -0.10
0.03 0.03 0.00
0.13 0.02 0.15